Record 1
This record from the OMol25 dataset describes a structure of composition C31H32N2RuSi in a non-equilibrium geometry. The level of theory is ωB97M-V/def2-TZVPD.

The geometry in XYZ format:
```
67
C31H32N2RuSi ωB97M-V/def2-TZVPD
C -4.27091 -0.03756 0.18341
C -4.20398 1.32941 -0.48935
H -4.65788 -0.78153 -0.51833
H -4.94972 0.01219 1.03999
H -3.30828 -0.41938 0.53492
H -3.32985 1.44713 -1.12777
H -5.08503 1.47994 -1.12221
H -4.18083 2.14366 0.24083
C 0.57847 -2.89560 0.10942
C 1.53422 -3.90069 0.02943
C 2.66980 -3.70171 -0.75829
C 2.84298 -2.49797 -1.43103
H -0.35699 -2.96894 0.66818
H 1.36971 -4.80961 0.59474
H 3.42592 -4.47711 -0.83187
H 3.71166 -2.28011 -2.05032
N 0.78927 -1.70917 -0.49633
C 1.89274 -1.47032 -1.25430
C 2.04166 -0.07399 -1.66850
N 1.14470 0.80576 -1.12872
C 1.28610 2.13713 -1.35319
C 3.23254 1.75003 -2.71881
C 2.30566 2.62831 -2.15884
H 0.53585 2.74962 -0.85603
H 2.33939 3.70434 -2.32322
C 3.10584 0.39503 -2.45308
H 3.79953 -0.35231 -2.81641
H 4.03804 2.11920 -3.34785
Ru -0.33851 0.02711 0.11881
C -1.33676 1.73956 0.33651
H -1.58247 1.99193 -0.71467
H -0.78947 2.58592 0.76456
H -2.26781 1.59628 0.89942
C -0.49202 4.05278 4.50767
C 0.58076 3.92755 3.61850
C 0.80925 2.71146 2.96503
C -0.04367 1.62960 3.19865
C -1.06820 1.72902 4.13899
C -1.30486 2.95037 4.77796
Si 0.28082 0.02615 2.27284
C 1.96953 -0.48736 2.88536
C 3.06899 -0.65802 2.04798
C 4.26559 -1.16727 2.57480
C 4.37124 -1.44251 3.94294
C 3.29537 -1.17541 4.79111
C 2.10279 -0.68540 4.26456
C -0.87940 -1.33557 2.89132
C -0.44568 -2.54969 3.44099
C -1.38867 -3.47406 3.90486
C -2.75666 -3.25001 3.71392
C -3.18449 -2.06508 3.10024
C -2.24712 -1.06433 2.80610
H -0.68284 5.00420 5.00544
H 1.25268 4.76372 3.43319
H 1.66004 2.57931 2.29146
H -1.65488 0.84338 4.38340
H -2.11877 3.01511 5.49759
H 2.98729 -0.38722 0.99095
H 5.11207 -1.33899 1.90638
H 5.29907 -1.84768 4.34943
H 3.37373 -1.34340 5.86365
H 1.26210 -0.45239 4.91733
H 0.62275 -2.75442 3.51394
H -1.04465 -4.37638 4.40746
H -3.49572 -3.98628 4.03989
H -4.23585 -1.89050 2.85415
H -2.57870 -0.06154 2.49679
```

E_tot in a.u.: -1693.69607
Total charge: +2
Multiplicity: 5
HOMO (spin up / spin down) in eV: -13.18 / -14.28
<S²>: 6.035
Largest force on an atom in eV/A: 2.5

---

Record 2
This record from the OMol25 dataset describes a structure of composition C31H32N3O2RuSbSe3 in a non-equilibrium geometry. The level of theory is ωB97M-V/def2-TZVPD.

The geometry in XYZ format:
```
73
C31H32N3O2RuSbSe3 ωB97M-V/def2-TZVPD
Ru -0.61089 0.04600 0.91998
O -2.04593 2.65565 0.31733
C -2.80739 3.32501 1.30280
C -3.17740 2.36885 2.44370
C -4.16832 3.15367 3.35974
O -4.42837 2.50890 4.57285
C -3.93493 1.14630 1.92726
Se -3.03007 -0.08879 0.68112
C -1.96290 2.00588 3.30728
Se -0.17667 1.91397 2.46475
H -2.07032 3.18714 -0.48862
H -3.72630 3.71880 0.85656
H -2.23196 4.16490 1.71737
H -5.08850 3.35532 2.79990
H -3.70780 4.11059 3.62278
H -5.16262 1.89241 4.48109
H -4.82818 1.46406 1.38457
H -4.24450 0.52724 2.77268
H -2.10798 1.03285 3.78369
H -1.84747 2.75434 4.09341
C -2.45919 -3.62081 3.37285
C -1.59773 -2.61891 2.84423
N -0.89669 -1.82000 2.40469
H -1.90287 -4.55123 3.49372
H -3.28917 -3.78413 2.68500
H -2.84872 -3.30472 4.33976
Se 0.69185 2.59629 -1.10944
N -0.22078 1.06817 -1.18842
C -1.12588 1.16990 -2.17585
C -2.08058 0.20824 -2.54398
C -2.88267 0.44935 -3.62516
C -2.77004 1.63498 -4.38011
C -1.88912 2.61624 -4.02722
C -1.06233 2.41027 -2.90477
N -0.17179 3.28799 -2.44469
H -2.16753 -0.70836 -1.97374
H -3.62046 -0.28266 -3.91348
H -3.40210 1.76327 -5.24626
H -1.79308 3.53377 -4.58464
C 5.32799 -4.36657 -0.63504
C 4.27559 -4.63194 -1.49641
C 3.07232 -3.96344 -1.34519
C 2.92618 -3.02696 -0.33690
C 3.96988 -2.76646 0.53256
C 5.17371 -3.43853 0.37963
Sb 1.08352 -1.88183 -0.33503
C 1.96449 -0.39740 0.99376
C 2.61987 0.76510 0.59650
C 3.23468 1.57728 1.53739
C 3.22638 1.22567 2.87802
C 2.61451 0.04639 3.28037
C 1.98769 -0.76030 2.34638
C 1.45354 -1.15269 -2.33349
C 0.45373 -1.35587 -3.27380
C 0.61702 -0.91165 -4.57212
C 1.79206 -0.27905 -4.94088
C 2.81379 -0.12577 -4.01773
C 2.64890 -0.56118 -2.71448
H 6.26962 -4.88431 -0.75243
H 4.38820 -5.35327 -2.29161
H 2.24863 -4.16011 -2.01646
H 3.86228 -2.04153 1.32945
H 5.99107 -3.22386 1.05396
H 2.69105 1.01431 -0.45609
H 3.74565 2.47547 1.22338
H 3.71193 1.85188 3.60894
H 2.63155 -0.24819 4.31913
H 1.54120 -1.70067 2.66143
H -0.45388 -1.87559 -2.98973
H -0.16981 -1.07094 -5.29365
H 1.92277 0.07287 -5.95237
H 3.74670 0.32607 -4.32240
H 3.46460 -0.46764 -2.00780
```

E_tot in a.u.: -9054.32146
Total charge: +1
Multiplicity: 2
HOMO (spin up / spin down) in eV: -9.82 / -9.77
<S²>: 0.795
Largest force on an atom in eV/A: 2.0

---

Record 3
This record from the OMol25 dataset describes a structure of composition C31H32N5S2TeZr. The level of theory is ωB97M-V/def2-TZVPD.

The geometry in XYZ format:
```
72
C31H32N5S2TeZr ωB97M-V/def2-TZVPD
Zr -0.50657 -0.12950 -0.56765
C -3.00848 -0.63826 3.49155
C -2.07108 -1.58617 2.75388
C -0.61579 -1.37273 3.18426
C -2.21807 -1.53153 1.24587
C -2.99658 -0.56891 0.57324
C -3.12989 -0.57638 -0.81449
C -2.54211 -1.59076 -1.59728
C -2.82244 -1.66668 -3.06961
C -1.82499 -2.58246 -0.92051
C -1.64290 -2.53646 0.46316
H -2.93735 -0.82316 4.56263
H -4.05287 -0.78245 3.20977
H -2.73753 0.40735 3.31826
H -2.33487 -2.61388 3.02396
H -0.23241 -0.41731 2.81438
H 0.03472 -2.18006 2.83935
H -0.55113 -1.34728 4.27143
H -3.57232 0.14391 1.14097
H -3.78125 0.13767 -1.30003
H -3.80282 -2.12656 -3.21629
H -2.09650 -2.28523 -3.59540
H -2.85416 -0.67500 -3.52024
H -1.46475 -3.43734 -1.47954
H -1.12282 -3.34948 0.95720
N 0.79572 3.15915 1.85755
C -0.17262 3.53906 2.83707
C 0.22283 4.25951 3.94784
C -0.73338 4.61360 4.88963
C -2.05670 4.23027 4.71960
C -2.44114 3.49007 3.60649
C -1.48972 3.15960 2.65573
S -1.91722 2.36210 1.14867
N -0.44229 1.45343 0.85981
C 0.69355 2.14751 1.03491
C 1.83237 1.79842 0.14429
C 3.06339 2.41082 0.18547
C 3.98126 2.15085 -0.82813
C 3.61597 1.29510 -1.84773
C 2.36691 0.69385 -1.80745
N 1.48650 0.93806 -0.83151
H 1.67263 3.66029 1.89245
H 1.26010 4.54375 4.08514
H -0.44000 5.18964 5.75640
H -2.79786 4.50856 5.45637
H -3.47722 3.20730 3.46716
H 3.33115 3.09476 0.97980
H 4.95324 2.62664 -0.82067
H 4.28376 1.08256 -2.67133
H 2.05051 0.02976 -2.60061
Te -1.22969 2.00218 -2.28428
C -0.18431 1.28711 -3.94723
C -0.05748 0.00488 -4.41638
C 0.71223 -0.07499 -5.61430
C 1.13874 1.14973 -6.02523
S 0.62207 2.38900 -4.97082
H -0.52956 -0.85125 -3.95579
H 0.91185 -0.98769 -6.15775
H 1.71499 1.39188 -6.90594
N 3.87095 -4.70353 -0.98338
C 2.96416 -3.73634 -0.92516
C 2.10828 -3.45419 -2.02059
C 1.17062 -2.47590 -1.90052
N 0.99354 -1.73454 -0.77781
C 1.84974 -1.96408 0.25153
C 2.81033 -2.92670 0.23030
H 3.98176 -5.27378 -1.80675
H 4.48357 -4.90264 -0.20860
H 2.19192 -4.00732 -2.94676
H 0.51971 -2.25522 -2.73808
H 1.74850 -1.32833 1.12643
H 3.45127 -3.06430 1.09131
```

E_tot in a.u.: -2584.91921
Total charge: +3
HOMO in eV: -15.26
Largest force on an atom in eV/A: 0.6

---

Record 4
This record from the OMol25 dataset describes a structure of composition C31H32N6O5Rb. The level of theory is ωB97M-V/def2-TZVPD.

The geometry in XYZ format:
```
75
C31H32N6O5Rb ωB97M-V/def2-TZVPD
Rb -0.70250 1.95508 -1.61196
C 3.57733 -3.74723 2.68803
C 2.75804 -2.99861 1.67552
C 1.85051 -3.59235 0.87040
C 0.99453 -2.85263 -0.02103
C 0.15177 -3.63978 -0.79979
N -0.96833 -3.36768 -1.45636
C -1.96329 -2.36796 -1.05905
C -2.74323 -2.89478 0.14664
C -3.47284 -1.79903 0.91468
N -2.53226 -0.78012 1.36432
C -1.65502 -1.02424 2.29628
C -0.58860 -0.20586 2.69195
C 0.28849 -0.68467 3.69735
C 1.38193 0.02179 4.09930
C 2.33425 -0.47655 5.15102
C 1.62264 1.25728 3.44200
C 0.84593 1.76696 2.43896
C 1.36822 2.94604 1.73077
N 1.08834 3.25245 0.53867
C 1.90234 4.26257 -0.10514
C 2.69906 3.61274 -1.23740
C 3.52441 2.40430 -0.81145
N 2.74557 1.17360 -0.73002
C 2.84848 0.50823 0.33533
C 2.30438 -0.84125 0.57930
C 2.97378 -1.59733 1.48505
C 1.14245 -1.39457 -0.14181
O 0.39933 -0.68129 -0.81487
C -0.36750 1.06393 2.02608
O -1.15967 1.49961 1.17442
H 3.35311 -4.81394 2.66186
H 3.37639 -3.38684 3.70053
H 4.64798 -3.62216 2.50777
H 1.70875 -4.66846 0.92810
H 0.45480 -4.68198 -0.89324
H -1.34197 -4.14285 -1.98091
H -2.62941 -2.18291 -1.89687
H -1.44325 -1.44481 -0.83293
H -2.03468 -3.38258 0.82706
H -3.46983 -3.64920 -0.16879
H -3.96926 -2.22910 1.78876
H -4.20797 -1.31998 0.27228
H -2.44734 0.08567 0.81769
H -1.76360 -1.98439 2.79978
H 0.07574 -1.65272 4.14509
H 2.01775 -1.44843 5.53189
H 2.39589 0.21003 5.99926
H 3.34691 -0.58958 4.75319
H 2.51329 1.81872 3.72012
H 2.15734 3.49138 2.27711
H 2.58289 4.74369 0.61758
H 1.25244 5.01749 -0.55046
H 3.35906 4.37299 -1.66259
H 2.00911 3.33401 -2.03380
H 4.04714 2.60449 0.13991
H 4.29143 2.22997 -1.57188
H 3.47323 0.87555 1.16693
H 3.77448 -1.12392 2.04977
O -4.84249 -0.99093 -1.87329
C -4.01596 -0.06026 -1.99467
O -3.25553 0.41007 -1.11845
C -3.91572 0.55467 -3.40066
C -4.99474 0.44562 -4.27368
C -4.90191 1.01493 -5.53072
C -3.72524 1.65866 -5.88790
C -2.69599 1.70000 -4.96111
N -2.78232 1.16696 -3.74389
H -5.87369 -0.08617 -3.93877
H -5.73256 0.95987 -6.22452
H -3.60555 2.12389 -6.85720
H -1.76145 2.20083 -5.19343
O 1.25422 6.05849 -4.16845
C 0.63211 5.21615 -3.55541
N 0.03785 4.38842 -2.94822
```

E_tot in a.u.: -1929.46378
Total charge: -1
HOMO in eV: -4.73
Largest force on an atom in eV/A: 0.2

---

Record 5
This record from the OMol25 dataset describes a structure of composition C31H32N7O4PtS2Si in a non-equilibrium geometry. The level of theory is ωB97M-V/def2-TZVPD.

The geometry in XYZ format:
```
78
C31H32N7O4PtS2Si ωB97M-V/def2-TZVPD
Pt 0.62692 -0.32920 0.39933
C 4.25354 -2.68204 1.31511
C 2.95924 -1.92999 1.29172
N 2.43419 -1.44640 0.14579
O 3.02302 -1.82939 -1.01993
C 2.18270 -1.69907 2.41467
C 2.57649 -2.10413 3.78998
N 0.96250 -1.06394 2.19037
O 0.11512 -0.97067 3.14008
H 4.77340 -2.54729 0.37137
H 4.08210 -3.75000 1.46531
H 4.88902 -2.32848 2.12681
H 2.38255 -2.51998 -1.40505
H 2.84888 -3.16040 3.81280
H 1.74245 -1.92789 4.46378
H 3.44152 -1.52971 4.12843
N -8.06077 0.29180 -0.09394
C -6.81387 0.82521 -0.13707
C -5.96240 0.73691 0.97924
C -4.70646 1.29416 0.94325
C -4.28287 1.94990 -0.20960
C -5.09532 2.02749 -1.33620
C -6.34976 1.46688 -1.29965
S -2.66568 2.57681 -0.27689
O -2.52619 3.66212 -1.18276
O -2.18667 2.81268 1.12853
N -1.63798 1.35679 -0.52651
C -1.15451 0.84670 -1.68136
N 0.01094 0.16716 -1.55420
C 0.56726 -0.27797 -2.68463
C -0.03961 -0.10910 -3.91073
C -1.26301 0.54240 -3.91984
N -1.81472 1.02861 -2.81507
H -8.41944 -0.09539 0.75854
H -8.69249 0.40766 -0.86385
H -6.30734 0.22971 1.87102
H -4.05523 1.24131 1.80557
H -4.73219 2.53566 -2.21971
H -6.99667 1.52136 -2.16573
H 1.52714 -0.76286 -2.58226
H 0.41971 -0.48019 -4.81342
H -1.82802 0.69551 -4.83122
C 1.44985 2.38844 5.20346
C 2.22120 2.02427 4.10894
C 1.63658 1.90479 2.85617
C 0.27153 2.11266 2.72535
C -0.49398 2.54289 3.79530
C 0.09780 2.65325 5.04668
Si -0.75549 1.55809 1.10042
C 0.49185 3.04383 0.39792
C 1.65576 2.78254 -0.32436
C 2.38907 3.82866 -0.86428
C 2.00697 5.14337 -0.63681
C 0.88742 5.40870 0.13369
C 0.14253 4.36669 0.66672
H 1.90899 2.48710 6.17837
H 3.28286 1.84305 4.22098
H 2.24921 1.65371 2.00339
H -1.54700 2.75895 3.66148
H -0.50773 2.94040 5.89628
H -1.65590 0.59306 1.82257
H 1.99552 1.77132 -0.49629
H 3.26891 3.60451 -1.45363
H 2.59638 5.95640 -1.03961
H 0.59459 6.42824 0.34759
H -0.72169 4.58865 1.27606
S 0.83319 -3.81683 -1.72649
C 1.64280 -4.85652 -2.78845
N 1.12910 -6.10682 -2.97325
C 1.65728 -7.02457 -3.81858
C 2.76563 -6.72544 -4.54448
C 3.35017 -5.45373 -4.38855
C 2.80601 -4.54197 -3.52140
H 0.30088 -6.32999 -2.43876
H 1.15406 -7.97840 -3.87293
H 3.18501 -7.45517 -5.21936
H 4.23078 -5.19824 -4.96217
H 3.25236 -3.56856 -3.38404
```

E_tot in a.u.: -3089.52464
Total charge: +1
Multiplicity: 5
HOMO (spin up / spin down) in eV: -8.67 / -10.56
<S²>: 6.030
Largest force on an atom in eV/A: 1.4

---

Record 6
This record from the OMol25 dataset describes a structure of composition C31H33AlClN2O2Si2 in a non-equilibrium geometry. The level of theory is ωB97M-V/def2-TZVPD.

The geometry in XYZ format:
```
72
C31H33AlClN2O2Si2 ωB97M-V/def2-TZVPD
C 0.79931 -1.59434 -0.90912
C 1.25925 -1.36056 -2.27060
C 2.55974 -0.76456 -2.18405
H 0.85343 -1.86575 -3.14274
C 2.83360 -0.49844 -0.83099
C 1.73458 -0.89858 -0.03620
H 1.68833 -0.88538 1.05024
H 0.11137 -2.38776 -0.60848
H 3.28337 -0.69791 -3.00216
H 3.77851 -0.11820 -0.43848
Al 0.05923 0.23125 -1.27040
Si 2.03017 1.52968 -5.16629
C 1.34216 2.04839 -6.85483
C 1.32859 3.40791 -7.19617
H 1.76742 4.15115 -6.52057
C 0.72445 3.85600 -8.37742
H 0.65797 4.93372 -8.57184
C 0.23018 2.92074 -9.29247
H -0.23876 3.26331 -10.21518
C 0.35125 1.54758 -9.02727
H 0.03780 0.81256 -9.77546
C 0.86310 1.11924 -7.79101
H 0.89170 0.05254 -7.55369
C 3.75997 2.47654 -5.39887
C 4.45968 1.93438 -6.49726
H 4.14993 0.97034 -6.91586
C 5.44287 2.66852 -7.16728
H 5.84954 2.29453 -8.10540
C 5.86639 3.90649 -6.66493
H 6.61468 4.49654 -7.19291
C 5.28996 4.38455 -5.49173
H 5.61873 5.32572 -5.04685
C 4.21097 3.70793 -4.91997
H 3.68644 4.25322 -4.11377
H 2.44230 0.10579 -5.27884
Si 1.79024 4.65847 -2.92473
C 3.12375 3.92251 -1.82578
C 3.77344 2.67701 -2.00487
H 3.45164 1.97690 -2.78059
C 4.91207 2.34577 -1.27013
H 5.40917 1.38782 -1.45924
C 5.46200 3.26118 -0.36615
H 6.40258 3.02688 0.14273
C 4.82763 4.49339 -0.17021
H 5.29305 5.23890 0.48408
C 3.65723 4.81342 -0.85650
H 3.16707 5.78233 -0.70208
C 0.75090 3.39348 -3.75337
C 1.01759 1.93808 -3.66137
H 1.61002 1.57065 -2.81428
C 0.07446 1.01712 -4.26076
H 0.22683 -0.07032 -4.18814
C -1.15504 1.51695 -4.73045
H -1.95390 0.81786 -4.99833
C -1.33513 2.87899 -4.92112
H -2.23316 3.24525 -5.43373
C -0.38966 3.79166 -4.46489
H -0.55968 4.86606 -4.64434
H 0.98809 5.57356 -2.24843
Cl 0.54005 2.21610 -0.63884
C -2.68404 0.37814 2.16335
O -3.27631 0.17889 0.84091
C -2.35185 0.01069 -0.06849
O -1.11120 -0.02029 0.21561
N -2.73920 -0.14457 -1.33733
N -1.67562 0.04008 -2.30305
H -1.93936 -0.38972 2.36757
H -3.52650 0.30200 2.82513
H -2.18894 1.35372 2.21215
H -3.72304 -0.03761 -1.57914
H -1.88261 0.86749 -2.87904
H -1.68774 -0.76372 -2.94023
```

E_tot in a.u.: -2742.42027
Total charge: +1
HOMO (spin up / spin down) in eV: -9.13 / -9.14
Largest force on an atom in eV/A: 4.6